Entry 1:
{"formula": "C13H30KNO3S2", "method": "ωB97M-V/def2-TZVPD", "homo_lumo_gap_ev": 4.71, "max_force_ev_per_a": 14.90, "symbols": ["K", "C", "C", "C", "C", "C", "C", "N", "O", "C", "C", "C", "H", "H", "H", "H", "H", "H", "H", "H", "H", "H", "H", "H", "H", "H", "H", "H", "H", "H", "C", "S", "O", "C", "H", "H", "H", "H", "H", "H", "C", "S", "O", "C", "H", "H", "H", "H", "H", "H"], "positions_angstrom": [[-0.04809, 0.12754, -2.03773], [0.47924, -1.02255, 0.47276], [-0.88307, -0.45419, 0.77382], [-1.43599, -0.79195, 2.14976], [-0.69993, -0.10201, 3.26579], [-0.72126, 1.43614, 3.09064], [-0.43596, 1.94657, 1.56904], [-1.04937, 1.04523, 0.55633], [-1.16621, 1.56456, -0.80187], [1.15015, 2.11320, 1.37882], [-0.84349, 3.33800, 1.42248], [-1.97803, -1.20240, -0.09260], [0.50901, -2.08931, 0.25087], [1.23597, -0.82213, 1.23125], [0.89383, -0.66196, -0.46862], [-1.46537, -1.86212, 2.35463], [-2.46214, -0.43702, 2.24543], [0.26544, -0.58875, 3.40455], [-1.19531, -0.39676, 4.19090], [0.09074, 1.76221, 3.74060], [-1.65357, 1.85501, 3.46939], [1.65467, 1.21179, 1.72670], [1.68727, 2.96161, 1.80286], [1.18385, 2.14131, 0.28971], [-0.59339, 3.74689, 0.44353], [-0.49276, 3.92463, 2.27157], [-1.93283, 3.37559, 1.42757], [-2.91623, -0.72062, 0.18265], [-2.12397, -2.25696, 0.14130], [-1.89983, -0.95436, -1.15111], [3.90060, 0.72082, -0.41949], [2.58059, 0.34082, -1.65805], [1.40726, 1.28955, -1.41488], [3.53641, 0.99958, -3.11298], [4.58043, -0.12747, -0.33980], [3.37308, 0.77946, 0.53255], [4.44307, 1.66047, -0.52376], [4.40312, 0.35617, -3.26442], [3.85232, 2.01901, -2.89144], [3.04578, 1.05041, -4.08499], [-2.32934, -1.88914, -3.24789], [-0.89897, -2.80320, -2.61803], [-0.10421, -1.63653, -2.00346], [-1.67615, -3.81187, -1.24490], [-2.68985, -1.38288, -2.35245], [-3.05595, -2.51011, -3.77185], [-2.03672, -1.22261, -4.05920], [-2.23517, -3.23076, -0.51148], [-0.89310, -4.25019, -0.62619], [-2.35665, -4.53893, -1.68807]], "mulliken_charge": [1.06, -0.88, 1.49, -1.33, -0.85, -1.16, 1.57, 0.75, -1.01, -1.64, -2.04, -2.04, 0.22, 0.39, -0.32, 0.37, 0.44, 0.38, 0.50, 0.28, 0.41, 0.34, 0.28, 0.40, 0.32, 0.41, 0.53, 0.57, 0.09, -0.14, -0.94, 0.71, -0.65, -1.12, 0.42, 0.19, 0.38, 0.40, 0.33, 0.36, -0.75, 0.17, -0.54, -0.90, 0.45, 0.44, 0.32, 0.55, 0.38, 0.44]}



Entry 2:
{"formula": "C3H10N2S", "method": "ωB97M-V/def2-TZVPD", "homo_lumo_gap_ev": 9.54, "max_force_ev_per_a": 1.13, "relative_energy_kcal_mol": 6.6, "smiles": "[H]/N=C/N.CSC", "symbols": ["H", "N", "C", "N", "H", "H", "H", "C", "S", "C", "H", "H", "H", "H", "H", "H"], "positions_angstrom": [[0.34527, 2.11574, 3.03755], [-0.38542, 1.50778, 2.68066], [0.10791, 0.41023, 2.26960], [-0.66977, -0.62782, 1.85534], [1.18542, 0.24389, 2.22635], [-0.39835, -1.17532, 1.04698], [-1.65748, -0.43988, 1.93971], [1.46149, 0.54094, -1.44866], [0.33297, -0.88046, -1.34120], [-1.12441, -0.10262, -2.11326], [1.76613, 0.69223, -2.47572], [0.94528, 1.39339, -1.01107], [2.35322, 0.25847, -0.90190], [-1.47863, 0.67215, -1.42501], [-1.88129, -0.88275, -2.16075], [-0.84799, 0.34496, -3.06383]], "nbo_charge": [0.34, -0.73, 0.28, -0.83, 0.14, 0.40, 0.38, -0.73, 0.15, -0.73, 0.22, 0.22, 0.23, 0.22, 0.23, 0.22]}



Entry 3:
{"formula": "C32H58ClN10O2", "method": "ωB97M-V/def2-TZVPD", "multiplicity": 2, "s2": 0.7524, "homo_lumo_gap_ev": [8.55, 3.72], "max_force_ev_per_a": 5.81, "charge": 4, "symbols": ["C", "C", "N", "C", "C", "N", "C", "C", "H", "H", "H", "H", "H", "H", "H", "H", "H", "H", "H", "C", "C", "N", "C", "C", "N", "C", "C", "H", "H", "H", "H", "H", "H", "H", "H", "H", "H", "H", "C", "C", "N", "C", "C", "N", "C", "C", "H", "H", "H", "H", "H", "H", "H", "H", "H", "H", "H", "C", "C", "N", "C", "C", "N", "C", "C", "H", "H", "H", "H", "H", "H", "H", "H", "H", "H", "H", "C", "C", "N", "C", "C", "N", "C", "C", "H", "H", "H", "H", "H", "H", "H", "H", "H", "H", "H", "C", "C", "O", "O", "H", "H", "H", "Cl"], "positions_angstrom": [[-4.15457, 1.10662, 0.92687], [-4.29907, 2.47608, 1.61087], [-3.13910, 2.89535, 2.42578], [-2.92923, 4.22130, 2.95261], [-1.75021, 4.28545, 3.74529], [-1.20508, 3.02554, 3.61895], [-2.05588, 2.18951, 2.87811], [0.19072, 2.53501, 3.99935], [-5.05689, 0.91513, 0.34613], [-3.99577, 0.27379, 1.61190], [-3.30120, 1.26462, 0.26740], [-5.25279, 2.48379, 2.13857], [-4.46841, 3.28037, 0.89495], [-3.72041, 4.93438, 2.77385], [-1.39860, 5.15145, 4.28642], [-1.94493, 1.14399, 2.63119], [0.77155, 3.45498, 4.06565], [0.56308, 1.86879, 3.22114], [0.07382, 2.09343, 4.98901], [0.83614, -3.17865, 1.65075], [0.37664, -4.44137, 2.41534], [-0.37881, -5.47056, 1.70192], [-0.90460, -6.60606, 2.33709], [-1.59997, -7.26087, 1.29728], [-1.49787, -6.61283, 0.13282], [-0.65390, -5.53513, 0.35504], [-2.15843, -6.81976, -1.19133], [0.07171, -2.43010, 1.44235], [1.28460, -3.42086, 0.68725], [1.62454, -2.74954, 2.26911], [-0.09419, -4.14793, 3.35359], [1.26968, -4.96028, 2.76364], [-0.76991, -6.85257, 3.37992], [-2.07922, -8.22538, 1.37744], [-0.37648, -4.85840, -0.43962], [-1.42890, -6.88010, -1.99895], [-2.75420, -5.91548, -1.31557], [-2.90705, -7.61200, -1.18789], [1.99679, -3.00355, -2.55674], [3.35238, -2.18363, -2.73524], [4.57124, -2.88475, -2.35947], [5.52730, -3.45998, -3.17598], [6.44035, -4.18370, -2.37674], [6.03279, -4.08342, -1.02718], [4.88478, -3.32156, -1.07237], [6.54702, -4.75646, 0.15627], [1.69326, -3.00341, -1.50985], [2.13997, -4.04834, -2.83246], [1.26761, -2.57848, -3.24645], [3.33520, -1.24744, -2.17725], [3.47623, -1.88058, -3.77491], [5.54268, -3.33399, -4.24850], [7.37479, -4.69950, -2.54157], [4.41880, -3.07788, -0.12904], [5.88557, -4.63711, 1.01437], [7.47267, -4.28380, 0.48470], [6.64241, -5.81759, -0.07399], [3.36069, 5.32657, 4.58964], [3.14765, 6.13267, 3.25048], [2.00058, 5.56633, 2.45050], [2.05120, 4.36327, 1.72067], [0.82883, 4.22064, 1.03060], [0.07478, 5.39956, 1.20810], [0.76759, 6.16144, 2.13371], [-1.16530, 5.56753, 0.55774], [3.42424, 4.26900, 4.33351], [2.52000, 5.49888, 5.26169], [4.33706, 5.58871, 4.99719], [4.02981, 6.28230, 2.62798], [2.94930, 7.18738, 3.44110], [2.93512, 3.74430, 1.76494], [0.49966, 3.43256, 0.36955], [0.50974, 7.18946, 2.34130], [-0.93161, 6.17197, -0.31869], [-1.87188, 6.12716, 1.17066], [-1.59295, 4.60668, 0.27142], [-0.29524, 1.04283, -4.54557], [-1.32749, -0.06794, -4.29138], [-2.62523, 0.54039, -3.96447], [-3.85449, 0.01621, -4.38508], [-4.89637, 0.72213, -3.78543], [-4.34496, 1.74031, -3.08198], [-2.94588, 1.59770, -3.15829], [-5.11477, 2.80700, -2.41196], [-0.05513, 1.65809, -3.67845], [-0.57277, 1.86788, -5.20160], [0.66802, 0.75903, -4.96948], [-0.98242, -0.69787, -3.47150], [-1.41595, -0.74817, -5.13847], [-3.92867, -0.92813, -4.90384], [-5.95750, 0.52235, -3.80766], [-2.19808, 2.22419, -2.69494], [-5.83894, 3.33588, -3.03161], [-4.35888, 3.52159, -2.08625], [-5.59442, 2.47612, -1.49079], [0.28835, -0.62280, -1.03063], [-0.31906, 0.48412, -0.12115], [-0.43332, 0.26943, 1.08814], [-0.74220, 1.63604, -0.54835], [1.24500, -0.99206, -0.66109], [0.42044, -0.36860, -2.08231], [-0.50741, -1.35654, -1.15904], [-1.57587, -3.41239, -2.82069]], "mulliken_charge": [-1.05, -0.41, 0.33, -0.51, -0.65, 0.22, -0.34, -0.75, 0.40, 0.42, 0.12, 0.33, 0.40, 0.61, 0.48, 0.50, 0.19, 0.26, 0.40, -0.91, -0.44, 0.20, -0.39, -0.33, 0.14, -0.19, -0.73, 0.33, -0.03, 0.45, 0.40, 0.37, 0.47, 0.44, 0.23, 0.30, 0.33, 0.32, -0.22, -0.66, 0.20, -0.19, -0.52, 0.14, -0.24, -0.80, -0.30, 0.52, 0.22, 0.33, 0.32, 0.43, 0.48, 0.40, 0.29, 0.35, 0.37, -0.96, -0.65, 0.25, -0.89, -0.29, 0.44, -0.17, -0.98, 0.29, 0.30, 0.39, 0.40, 0.36, 0.43, 0.53, 0.45, 0.38, 0.45, 0.20, -1.32, 0.48, 0.19, -0.50, -0.39, 0.18, -0.15, -0.83, 0.28, 0.42, 0.42, -0.43, 0.37, 0.42, 0.48, 0.40, 0.40, 0.29, 0.27, -0.30, 0.00, -0.60, -0.61, 0.20, 0.39, 0.00, -0.01]}



Entry 4:
{"formula": "C14H36CaN2O6", "method": "ωB97M-V/def2-TZVPD", "homo_lumo_gap_ev": 6.98, "max_force_ev_per_a": 3.37, "relative_energy_kcal_mol": 24.2, "symbols": ["Ca", "C", "O", "H", "H", "H", "C", "O", "H", "H", "H", "C", "O", "C", "C", "N", "C", "C", "O", "C", "H", "H", "H", "H", "H", "H", "H", "H", "H", "H", "H", "H", "H", "H", "H", "C", "O", "C", "C", "N", "C", "C", "O", "C", "H", "H", "H", "H", "H", "H", "H", "H", "H", "H", "H", "H", "H", "H", "H"], "positions_angstrom": [[0.43166, -0.66181, -0.84265], [-0.68237, -1.73372, -3.99436], [0.05426, -1.08887, -3.04793], [-1.66807, -2.11762, -3.61195], [-0.98023, -1.06994, -4.83704], [-0.15090, -2.59466, -4.44191], [2.77701, 1.84264, -1.84035], [2.18221, 0.75881, -1.27593], [2.54907, 2.79588, -1.30608], [3.88164, 1.75313, -1.86107], [2.45260, 2.01233, -2.88830], [-1.97357, -2.99344, -0.43150], [-1.66720, -1.61605, -0.58257], [-2.78487, -0.76803, -0.64905], [-2.31834, 0.63760, -0.98577], [-1.25200, 1.10669, -0.05277], [-0.82857, 2.47818, -0.40181], [-1.93281, 3.51180, -0.35118], [-2.61452, 3.36730, 0.86555], [-3.33201, 4.53850, 1.24003], [-2.45572, -3.16705, 0.53749], [-1.03273, -3.53409, -0.47361], [-2.64814, -3.31100, -1.22783], [-3.39271, -0.78960, 0.26967], [-3.46193, -1.08093, -1.45795], [-3.19963, 1.28088, -1.01374], [-1.80847, 0.60225, -1.95809], [-1.73096, 1.24203, 0.83954], [-0.32833, 2.49245, -1.37390], [-0.06284, 2.79026, 0.31398], [-2.64188, 3.36225, -1.18650], [-1.52407, 4.51623, -0.51211], [-4.07921, 4.78907, 0.48551], [-2.63744, 5.36457, 1.41068], [-3.81705, 4.31518, 2.18768], [2.81971, -2.76776, -1.74051], [1.82103, -2.46698, -0.78063], [1.85097, -3.29768, 0.34904], [1.16601, -2.65685, 1.57866], [0.90036, -1.21307, 1.39268], [2.09686, -0.38821, 1.72367], [1.71341, 1.01327, 2.12545], [0.63032, 1.02784, 3.04553], [1.02910, 0.82871, 4.38043], [3.80484, -2.82566, -1.26622], [2.79761, -1.96404, -2.47140], [2.61495, -3.72955, -2.22399], [2.88841, -3.54700, 0.61547], [1.41522, -4.27066, 0.07849], [1.78457, -2.84103, 2.45973], [0.20796, -3.15964, 1.72507], [0.29358, -0.97216, 2.18052], [2.66987, -0.32663, 0.78552], [2.77330, -0.87450, 2.43770], [1.39819, 1.57858, 1.25164], [2.59065, 1.48645, 2.57988], [0.12912, 0.70163, 4.97558], [1.60712, 1.68560, 4.75334], [1.67498, -0.05189, 4.50013]], "nbo_charge": [1.78, -0.20, -1.05, 0.09, 0.12, 0.12, -0.20, -1.07, 0.10, 0.12, 0.13, -0.24, -0.59, -0.07, -0.28, -0.68, -0.25, -0.08, -0.56, -0.24, 0.17, 0.19, 0.19, 0.17, 0.19, 0.19, 0.23, 0.38, 0.23, 0.21, 0.16, 0.18, 0.17, 0.17, 0.19, -0.25, -0.60, -0.08, -0.24, -0.69, -0.30, -0.08, -0.55, -0.25, 0.17, 0.25, 0.17, 0.18, 0.18, 0.19, 0.20, 0.39, 0.26, 0.17, 0.22, 0.18, 0.19, 0.17, 0.16]}



Repeat the first record exactly.
{"formula": "C13H30KNO3S2", "method": "ωB97M-V/def2-TZVPD", "homo_lumo_gap_ev": 4.71, "max_force_ev_per_a": 14.90, "symbols": ["K", "C", "C", "C", "C", "C", "C", "N", "O", "C", "C", "C", "H", "H", "H", "H", "H", "H", "H", "H", "H", "H", "H", "H", "H", "H", "H", "H", "H", "H", "C", "S", "O", "C", "H", "H", "H", "H", "H", "H", "C", "S", "O", "C", "H", "H", "H", "H", "H", "H"], "positions_angstrom": [[-0.04809, 0.12754, -2.03773], [0.47924, -1.02255, 0.47276], [-0.88307, -0.45419, 0.77382], [-1.43599, -0.79195, 2.14976], [-0.69993, -0.10201, 3.26579], [-0.72126, 1.43614, 3.09064], [-0.43596, 1.94657, 1.56904], [-1.04937, 1.04523, 0.55633], [-1.16621, 1.56456, -0.80187], [1.15015, 2.11320, 1.37882], [-0.84349, 3.33800, 1.42248], [-1.97803, -1.20240, -0.09260], [0.50901, -2.08931, 0.25087], [1.23597, -0.82213, 1.23125], [0.89383, -0.66196, -0.46862], [-1.46537, -1.86212, 2.35463], [-2.46214, -0.43702, 2.24543], [0.26544, -0.58875, 3.40455], [-1.19531, -0.39676, 4.19090], [0.09074, 1.76221, 3.74060], [-1.65357, 1.85501, 3.46939], [1.65467, 1.21179, 1.72670], [1.68727, 2.96161, 1.80286], [1.18385, 2.14131, 0.28971], [-0.59339, 3.74689, 0.44353], [-0.49276, 3.92463, 2.27157], [-1.93283, 3.37559, 1.42757], [-2.91623, -0.72062, 0.18265], [-2.12397, -2.25696, 0.14130], [-1.89983, -0.95436, -1.15111], [3.90060, 0.72082, -0.41949], [2.58059, 0.34082, -1.65805], [1.40726, 1.28955, -1.41488], [3.53641, 0.99958, -3.11298], [4.58043, -0.12747, -0.33980], [3.37308, 0.77946, 0.53255], [4.44307, 1.66047, -0.52376], [4.40312, 0.35617, -3.26442], [3.85232, 2.01901, -2.89144], [3.04578, 1.05041, -4.08499], [-2.32934, -1.88914, -3.24789], [-0.89897, -2.80320, -2.61803], [-0.10421, -1.63653, -2.00346], [-1.67615, -3.81187, -1.24490], [-2.68985, -1.38288, -2.35245], [-3.05595, -2.51011, -3.77185], [-2.03672, -1.22261, -4.05920], [-2.23517, -3.23076, -0.51148], [-0.89310, -4.25019, -0.62619], [-2.35665, -4.53893, -1.68807]], "mulliken_charge": [1.06, -0.88, 1.49, -1.33, -0.85, -1.16, 1.57, 0.75, -1.01, -1.64, -2.04, -2.04, 0.22, 0.39, -0.32, 0.37, 0.44, 0.38, 0.50, 0.28, 0.41, 0.34, 0.28, 0.40, 0.32, 0.41, 0.53, 0.57, 0.09, -0.14, -0.94, 0.71, -0.65, -1.12, 0.42, 0.19, 0.38, 0.40, 0.33, 0.36, -0.75, 0.17, -0.54, -0.90, 0.45, 0.44, 0.32, 0.55, 0.38, 0.44]}



Repeat the first record exactly.
{"formula": "C13H30KNO3S2", "method": "ωB97M-V/def2-TZVPD", "homo_lumo_gap_ev": 4.71, "max_force_ev_per_a": 14.90, "symbols": ["K", "C", "C", "C", "C", "C", "C", "N", "O", "C", "C", "C", "H", "H", "H", "H", "H", "H", "H", "H", "H", "H", "H", "H", "H", "H", "H", "H", "H", "H", "C", "S", "O", "C", "H", "H", "H", "H", "H", "H", "C", "S", "O", "C", "H", "H", "H", "H", "H", "H"], "positions_angstrom": [[-0.04809, 0.12754, -2.03773], [0.47924, -1.02255, 0.47276], [-0.88307, -0.45419, 0.77382], [-1.43599, -0.79195, 2.14976], [-0.69993, -0.10201, 3.26579], [-0.72126, 1.43614, 3.09064], [-0.43596, 1.94657, 1.56904], [-1.04937, 1.04523, 0.55633], [-1.16621, 1.56456, -0.80187], [1.15015, 2.11320, 1.37882], [-0.84349, 3.33800, 1.42248], [-1.97803, -1.20240, -0.09260], [0.50901, -2.08931, 0.25087], [1.23597, -0.82213, 1.23125], [0.89383, -0.66196, -0.46862], [-1.46537, -1.86212, 2.35463], [-2.46214, -0.43702, 2.24543], [0.26544, -0.58875, 3.40455], [-1.19531, -0.39676, 4.19090], [0.09074, 1.76221, 3.74060], [-1.65357, 1.85501, 3.46939], [1.65467, 1.21179, 1.72670], [1.68727, 2.96161, 1.80286], [1.18385, 2.14131, 0.28971], [-0.59339, 3.74689, 0.44353], [-0.49276, 3.92463, 2.27157], [-1.93283, 3.37559, 1.42757], [-2.91623, -0.72062, 0.18265], [-2.12397, -2.25696, 0.14130], [-1.89983, -0.95436, -1.15111], [3.90060, 0.72082, -0.41949], [2.58059, 0.34082, -1.65805], [1.40726, 1.28955, -1.41488], [3.53641, 0.99958, -3.11298], [4.58043, -0.12747, -0.33980], [3.37308, 0.77946, 0.53255], [4.44307, 1.66047, -0.52376], [4.40312, 0.35617, -3.26442], [3.85232, 2.01901, -2.89144], [3.04578, 1.05041, -4.08499], [-2.32934, -1.88914, -3.24789], [-0.89897, -2.80320, -2.61803], [-0.10421, -1.63653, -2.00346], [-1.67615, -3.81187, -1.24490], [-2.68985, -1.38288, -2.35245], [-3.05595, -2.51011, -3.77185], [-2.03672, -1.22261, -4.05920], [-2.23517, -3.23076, -0.51148], [-0.89310, -4.25019, -0.62619], [-2.35665, -4.53893, -1.68807]], "mulliken_charge": [1.06, -0.88, 1.49, -1.33, -0.85, -1.16, 1.57, 0.75, -1.01, -1.64, -2.04, -2.04, 0.22, 0.39, -0.32, 0.37, 0.44, 0.38, 0.50, 0.28, 0.41, 0.34, 0.28, 0.40, 0.32, 0.41, 0.53, 0.57, 0.09, -0.14, -0.94, 0.71, -0.65, -1.12, 0.42, 0.19, 0.38, 0.40, 0.33, 0.36, -0.75, 0.17, -0.54, -0.90, 0.45, 0.44, 0.32, 0.55, 0.38, 0.44]}